# 1
This record from the OMol25 dataset describes a molecular structure, C33H49BClI2N8O2PRb. The level of theory is wB97M-V/def2-TZVPD.

```
98
Properties=species:S:1:pos:R:3:forces:R:3
Rb -0.246 -0.483 0.411 -0.070 0.016 -0.054
C 0.561 0.787 -4.544 -0.021 -0.020 0.022
C 0.996 0.718 -3.210 0.032 0.026 0.012
N 0.161 0.017 -2.464 -0.025 -0.050 0.043
N -0.826 -0.391 -3.294 0.077 -0.002 0.067
C -0.610 0.070 -4.547 -0.003 0.023 -0.050
B -2.020 -1.195 -2.798 -0.016 -0.035 0.030
N -1.646 -2.570 -2.206 0.073 0.117 -0.062
C -2.439 -3.666 -2.181 0.024 -0.002 -0.050
C -1.751 -4.681 -1.565 0.041 -0.006 0.066
C -0.518 -4.096 -1.234 -0.014 0.014 -0.066
N -0.456 -2.826 -1.612 -0.168 -0.118 0.070
N -2.803 -0.345 -1.725 -0.054 0.050 0.072
C -3.953 -0.730 -1.112 0.043 -0.044 -0.047
C -4.524 0.440 -0.517 0.038 -0.038 -0.027
C -3.610 1.420 -0.770 -0.071 0.032 0.025
N -2.575 0.942 -1.515 0.051 -0.027 -0.086
N -3.013 -1.437 -3.941 -0.073 0.033 -0.001
C -2.876 -2.270 -4.998 0.036 -0.002 0.007
C -3.952 -2.079 -5.829 -0.008 -0.005 -0.022
C -4.712 -1.089 -5.181 -0.023 0.013 0.002
N -4.146 -0.703 -4.051 0.029 -0.021 0.003
H 1.027 1.288 -5.375 -0.002 -0.002 -0.005
H 1.878 1.153 -2.765 0.000 -0.001 -0.001
H -1.302 -0.136 -5.347 -0.009 -0.005 0.008
H -3.416 -3.654 -2.635 -0.009 -0.012 0.026
H -2.083 -5.688 -1.384 0.002 -0.004 -0.018
H 0.334 -4.561 -0.758 0.009 0.016 0.004
H -4.406 -1.681 -1.326 -0.004 0.008 0.001
H -5.449 0.500 0.028 0.004 0.021 0.010
H -3.614 2.457 -0.479 -0.006 -0.007 0.018
H -2.026 -2.929 -5.079 0.002 0.003 0.009
H -4.161 -2.579 -6.759 0.006 -0.006 0.002
H -5.647 -0.647 -5.489 0.001 0.001 0.001
I -1.315 3.015 2.022 -0.019 -0.011 0.007
C -1.156 1.842 3.785 0.050 -0.029 -0.015
I 0.723 0.867 3.947 -0.057 0.018 0.003
H -1.913 1.069 3.720 -0.002 0.002 0.009
H -1.281 2.499 4.636 -0.010 0.006 -0.004
Cl -4.954 0.591 3.028 -0.006 -0.004 -0.015
C -4.615 -1.021 2.343 0.002 -0.053 0.058
C -3.203 -1.105 1.767 -0.096 0.023 0.056
O -2.264 -0.729 2.469 0.069 0.041 -0.040
O -3.077 -1.641 0.611 0.131 0.049 -0.037
H -5.377 -1.249 1.605 0.023 0.026 -0.030
H -4.683 -1.738 3.160 -0.015 0.005 -0.005
C 6.007 -2.846 4.442 0.016 0.000 -0.006
C 4.665 -3.333 5.011 -0.014 -0.016 0.026
C 3.469 -2.795 4.210 -0.034 -0.008 -0.010
C 3.825 -2.663 2.727 0.069 0.016 -0.017
C 4.921 -1.584 2.560 -0.021 0.011 -0.018
C 5.834 -1.480 3.791 0.033 0.008 0.003
P 2.342 -2.212 1.723 -0.051 -0.040 0.045
C 2.800 -2.567 -0.044 0.057 0.037 -0.046
C 3.442 -1.332 -0.703 -0.005 -0.004 0.027
C 3.832 -1.663 -2.139 -0.015 0.020 0.006
C 4.955 -2.717 -2.177 0.006 -0.010 -0.017
C 5.004 -3.544 -0.888 0.020 0.012 0.003
C 3.605 -3.853 -0.364 -0.020 -0.028 0.009
C 1.076 -3.546 2.024 -0.036 -0.015 0.022
C 1.570 -5.001 2.166 0.038 0.020 0.009
C 0.553 -5.882 2.904 0.016 -0.023 -0.005
C -0.864 -5.493 2.503 -0.020 0.003 -0.009
C -1.189 -4.067 2.982 -0.012 -0.013 0.019
C 0.070 -3.200 3.135 -0.016 0.001 -0.086
H 6.376 -3.551 3.691 -0.008 0.001 -0.002
H 6.762 -2.813 5.229 -0.004 0.001 0.001
H 4.567 -3.022 6.054 0.004 0.011 -0.004
H 4.640 -4.425 5.013 0.004 0.001 -0.009
H 3.160 -1.814 4.586 0.018 0.002 0.004
H 2.612 -3.454 4.353 0.001 0.000 0.001
H 4.224 -3.625 2.389 -0.016 -0.002 -0.004
H 4.459 -0.612 2.364 -0.005 -0.004 0.010
H 5.526 -1.820 1.681 0.007 -0.007 0.005
H 5.406 -0.787 4.522 -0.019 -0.006 -0.005
H 6.798 -1.059 3.499 -0.002 -0.003 0.001
H 1.817 -2.661 -0.523 0.007 0.003 0.013
H 4.319 -0.996 -0.143 0.007 0.002 -0.004
H 2.731 -0.501 -0.685 -0.009 -0.006 -0.007
H 4.139 -0.760 -2.671 0.007 -0.006 -0.007
H 2.939 -2.031 -2.653 0.002 -0.014 0.000
H 5.922 -2.232 -2.330 0.000 0.001 0.006
H 4.807 -3.382 -3.031 -0.009 0.002 0.000
H 5.563 -3.000 -0.121 -0.006 0.000 0.001
H 5.552 -4.474 -1.056 0.002 -0.001 -0.005
H 3.678 -4.502 0.509 -0.004 0.004 0.000
H 3.069 -4.431 -1.125 -0.004 0.004 0.001
H 0.493 -3.484 1.096 -0.001 -0.004 0.010
H 2.530 -5.039 2.688 -0.008 0.001 0.005
H 1.752 -5.416 1.171 -0.026 -0.011 0.005
H 0.671 -5.766 3.986 -0.010 0.013 0.001
H 0.750 -6.934 2.685 0.002 0.004 0.000
H -1.593 -6.203 2.898 0.006 0.000 0.008
H -0.946 -5.546 1.413 0.006 0.008 -0.003
H -1.717 -4.103 3.939 0.006 0.000 0.003
H -1.867 -3.591 2.269 0.012 0.014 -0.005
H 0.521 -3.349 4.119 0.003 -0.019 0.001
H -0.221 -2.149 3.089 0.064 0.004 0.027
```
Forces are in eV/Å.

The value obtained for the molar mass is 1006.32 g mol⁻¹. Its spin multiplicity is 2. The value obtained for the energy is -3321.367240 Ha. For the orbital gap (alpha / beta), the calculation gives 0.3036 / 0.2058 Eh. Its net charge is 0.

=====

# 2
This record from the OMol25 dataset describes 6 unconnected molecules or ions with the total composition C33H49N4O16S in a non-equilibrium geometry. The level of theory is wB97M-V/def2-TZVPD.

```
103
Properties=species:S:1:pos:R:3:forces:R:3
C 1.341 -4.979 1.043 0.519 0.213 -0.446
C 1.670 -5.427 2.312 -0.953 -0.184 0.499
N 2.919 -5.588 2.686 0.085 0.312 -0.798
N 3.972 -5.315 1.915 -0.325 -0.158 0.622
C 3.698 -4.857 0.717 0.765 -0.002 -0.791
C 4.860 -4.473 -0.148 0.043 0.312 0.182
C 4.849 -2.941 -0.355 0.047 0.047 0.259
C 5.844 -2.226 0.568 -0.589 0.478 -0.829
C 5.442 -0.760 0.753 0.239 -0.303 0.500
C 4.197 -0.644 1.645 -0.140 1.157 -0.075
C 2.922 -0.207 0.888 0.127 -1.236 0.137
C 1.715 -1.128 1.176 0.086 0.508 -0.191
S 1.048 -1.617 -0.446 0.046 0.039 -0.089
C -0.649 -1.866 -0.148 0.256 -0.162 0.121
N -1.271 -2.350 0.873 0.201 0.050 -0.270
N -2.623 -2.320 0.533 -0.128 0.218 -0.424
C -2.693 -1.839 -0.660 0.320 -0.262 0.697
O -1.462 -1.525 -1.168 -0.603 -0.017 0.143
C 2.390 -4.684 0.213 -0.409 -0.235 0.726
H 0.317 -4.842 0.740 -0.206 -0.004 0.122
H 0.899 -5.655 3.031 0.055 -0.098 0.212
H 3.124 -5.934 3.614 0.250 0.005 0.052
H 4.829 -5.027 -1.082 -0.190 -0.002 -0.154
H 5.786 -4.745 0.349 0.080 -0.187 0.094
H 3.867 -2.525 -0.127 -0.260 -0.190 -0.081
H 5.032 -2.686 -1.395 0.153 0.014 -0.130
H 5.811 -2.689 1.552 0.368 -0.200 0.091
H 6.829 -2.288 0.113 0.272 -0.205 0.284
H 5.269 -0.253 -0.195 0.028 -0.052 -0.190
H 6.278 -0.247 1.222 0.064 0.111 0.045
H 4.387 0.130 2.386 0.066 -0.082 0.291
H 4.036 -1.564 2.205 -0.038 -0.147 0.016
H 2.670 0.826 1.073 -0.057 0.158 -0.059
H 3.142 -0.296 -0.168 0.020 0.257 -0.251
H 0.913 -0.634 1.711 -0.062 -0.024 0.211
H 2.068 -1.984 1.742 -0.307 -0.292 0.035
H -3.580 -1.668 -1.240 -0.027 -0.016 -0.224
H 2.216 -4.303 -0.778 0.141 0.029 -0.206
C -8.839 1.080 -2.100 -0.148 -0.290 -0.024
C -7.497 0.583 -1.630 -0.294 0.205 -0.185
C -6.404 0.605 -2.675 0.134 0.106 0.015
O -5.547 -0.464 -2.231 -0.058 0.012 -0.032
C -6.328 -1.351 -1.567 -0.207 0.016 -0.008
O -5.982 -2.448 -1.257 0.204 0.083 0.026
O -7.540 -0.827 -1.314 0.139 0.020 0.032
H -9.606 0.877 -1.354 0.039 0.086 0.061
H -8.804 2.154 -2.282 0.033 0.013 0.025
H -9.139 0.577 -3.020 0.050 0.014 -0.024
H -7.188 1.114 -0.726 0.067 -0.053 0.015
H -5.859 1.543 -2.717 0.155 -0.096 0.082
H -6.774 0.353 -3.670 -0.083 0.013 0.021
C 1.900 3.308 -4.736 -0.050 0.114 0.094
C 2.744 2.532 -3.762 -0.284 0.101 -0.342
C 2.048 1.377 -3.084 0.034 -0.127 0.051
O 2.752 1.294 -1.830 -0.068 0.144 -0.197
C 3.209 2.541 -1.547 -0.029 -0.038 -0.072
O 3.650 2.862 -0.487 0.037 0.037 0.106
O 3.092 3.347 -2.615 0.096 -0.115 0.057
H 2.410 4.218 -5.039 0.033 -0.023 -0.104
H 1.685 2.715 -5.625 0.076 -0.084 0.035
H 0.960 3.610 -4.277 -0.009 0.002 0.010
H 3.677 2.209 -4.231 0.045 -0.016 0.101
H 2.121 0.440 -3.631 0.133 -0.062 0.144
H 0.999 1.590 -2.870 -0.008 0.066 -0.070
C 3.279 3.223 2.859 0.153 -0.214 0.071
C 2.368 3.106 4.053 0.256 0.091 -0.264
C 2.777 3.909 5.266 -0.093 0.083 0.095
O 2.220 3.134 6.338 0.090 -0.026 -0.097
C 2.172 1.845 5.925 -0.005 0.073 -0.005
O 1.966 0.912 6.627 -0.031 -0.105 0.035
O 2.396 1.769 4.587 -0.086 0.027 0.048
H 3.012 2.492 2.101 -0.068 0.136 -0.086
H 3.215 4.216 2.416 -0.039 0.005 -0.013
H 4.317 3.032 3.140 -0.006 0.051 0.061
H 1.336 3.328 3.767 -0.028 -0.001 0.073
H 2.379 4.921 5.275 -0.116 -0.058 0.152
H 3.861 3.943 5.396 0.018 -0.010 -0.099
C 2.660 7.486 0.091 -0.309 0.046 -0.048
C 2.968 6.799 -1.215 0.034 0.160 0.314
C 3.712 7.645 -2.222 0.150 -0.046 -0.049
O 3.286 7.071 -3.466 -0.026 0.089 0.069
C 2.053 6.551 -3.267 0.002 -0.074 0.060
O 1.332 6.176 -4.134 -0.074 0.095 -0.004
O 1.761 6.503 -1.947 0.082 -0.018 -0.070
H 1.982 6.880 0.692 0.079 -0.066 0.021
H 3.576 7.654 0.657 0.030 -0.024 -0.018
H 2.172 8.446 -0.080 0.041 0.017 -0.030
H 3.487 5.853 -1.036 -0.006 -0.026 -0.084
H 4.793 7.590 -2.125 0.003 -0.102 -0.166
H 3.398 8.691 -2.202 -0.030 -0.003 0.084
C -7.198 -5.232 -0.661 -0.094 -0.390 -0.160
C -8.386 -4.792 0.151 0.291 -0.095 -0.145
C -8.362 -5.211 1.602 -0.036 0.118 0.142
O -9.757 -5.279 1.920 0.105 -0.054 -0.038
C -10.420 -5.574 0.771 0.014 0.014 -0.046
O -11.556 -5.907 0.714 -0.082 0.000 -0.002
O -9.597 -5.434 -0.297 -0.025 0.071 0.123
H -7.365 -5.039 -1.719 0.042 0.138 0.019
H -6.307 -4.695 -0.347 -0.008 0.067 -0.002
H -7.025 -6.304 -0.551 -0.070 0.001 0.082
H -8.528 -3.712 0.057 -0.031 0.006 0.043
H -7.854 -4.502 2.251 -0.162 0.043 0.069
H -7.929 -6.205 1.740 0.057 0.004 -0.085
```
Forces are in eV/Å.

The value obtained for the molar mass is 789.83 g mol⁻¹. The value obtained for the energy is -3107.718470 Ha. For the orbital gap, the calculation gives 0.2581 Eh. Its net charge is +1.